--- A ---
{
  "formula": "C4H6N2O2",
  "method": "the ωB97M-V functional and the def2-TZVPD basis",
  "symbols": ["O", "O", "N", "N", "C", "C", "C", "C", "H", "H", "H", "H", "H", "H"],
  "coordinates": [[0.198, -1.285, -0.639], [0.247, 0.996, -0.787], [1.550, -1.347, -0.144], [1.438, 1.036, 0.019], [-1.916, -0.106, -0.480], [-1.235, -0.072, 0.927], [-0.478, -0.155, -0.318], [2.055, -0.216, 0.096], [2.041, 1.789, -0.318], [-2.223, -1.047, -0.911], [-1.254, -0.979, 1.517], [3.086, -0.313, 0.489], [-2.186, 0.855, -0.939], [-1.323, 0.841, 1.487]],
  "lumo_energy_ev": 0.86,
  "smiles": "C1=NOC2(CC2)ON1"
}



--- B ---
{
  "formula": "C4H6N2O2",
  "method": "the ωB97M-V functional and the def2-TZVPD basis",
  "symbols": ["O", "O", "N", "N", "C", "C", "C", "C", "H", "H", "H", "H", "H", "H"],
  "coordinates": [[-0.470, -1.962, -1.324], [1.610, -1.197, -1.190], [-1.779, 1.148, -0.081], [0.980, -0.037, 1.172], [-1.624, 0.043, 0.528], [-0.026, -0.109, 0.152], [-0.397, 1.244, -0.554], [0.319, -1.199, -0.849], [1.044, -0.914, 1.677], [0.120, 2.118, -0.162], [-2.335, -0.517, 1.099], [0.783, 0.700, 1.839], [2.113, -0.552, -0.667], [-0.336, 1.232, -1.642]],
  "lumo_energy_ev": 0.56
}



It is B that is the most stable of them.



--- A ---
{
  "formula": "C4H6N2O2",
  "method": "the ωB97M-V functional and the def2-TZVPD basis",
  "symbols": ["O", "O", "N", "N", "C", "C", "C", "C", "H", "H", "H", "H", "H", "H"],
  "coordinates": [[-2.670, -1.271, -0.035], [2.498, -1.495, -0.144], [1.186, 0.345, 0.449], [-1.042, 0.422, -0.297], [0.055, 1.123, 0.086], [-1.608, -0.777, 0.349], [1.508, -0.851, -0.257], [0.115, 2.452, -0.090], [-0.863, 2.650, -0.445], [-1.056, -1.141, 1.247], [0.675, -1.175, -1.048], [1.972, 0.784, 0.991], [0.906, 3.114, 0.050], [-1.685, 0.831, -0.951]],
  "lumo_energy_ev": 0.71,
  "smiles": "C=C(NC=O)NC=O"
}



--- B ---
{
  "formula": "C4H6N2O2",
  "method": "the ωB97M-V functional and the def2-TZVPD basis",
  "symbols": ["O", "O", "N", "N", "C", "C", "C", "C", "H", "H", "H", "H", "H", "H"],
  "coordinates": [[3.059, -0.104, 0.216], [1.212, -1.202, 0.150], [-1.413, -1.263, -0.637], [-2.226, 0.231, 0.974], [1.036, 1.215, -0.072], [-1.518, 0.113, -0.059], [1.849, 0.034, 0.265], [-0.355, 1.109, -0.514], [1.740, -1.809, 0.601], [-0.357, -1.509, -0.797], [-0.930, 1.909, -0.985], [-1.778, -1.897, 0.159], [-1.948, 1.125, 1.263], [1.628, 2.049, -0.562]],
  "lumo_energy_ev": -0.92,
  "smiles": "[H]/N=C(N)\\C=C/C(=O)O"
}



It is A that is the most stable of them.



--- A ---
{
  "formula": "C2H6NO",
  "method": "the ωB97M-V functional and the def2-TZVPD basis",
  "symbols": ["O", "N", "C", "C", "H", "H", "H", "H", "H", "H"],
  "coordinates": [[-1.924, 1.106, 0.487], [1.272, -0.545, -0.415], [-1.058, 0.385, -0.234], [0.322, 0.242, 0.432], [1.957, -0.992, 0.190], [-0.851, 0.798, -1.257], [-1.394, -0.681, -0.409], [0.744, -1.327, -0.801], [0.750, 1.234, 0.588], [0.181, -0.221, 1.420]],
  "total_charge": -1,
  "lumo_energy_ev": 4.69,
  "smiles": "NCC[O-]"
}



--- B ---
{
  "formula": "C2H6NO",
  "method": "the ωB97M-V functional and the def2-TZVPD basis",
  "symbols": ["O", "N", "C", "C", "H", "H", "H", "H", "H", "H"],
  "coordinates": [[2.061, 0.611, -1.050], [0.114, -0.544, -0.363], [-1.000, -0.526, 0.530], [0.912, 0.735, -0.472], [-1.080, -1.416, 1.173], [-0.837, 0.284, 1.243], [-1.918, -0.373, -0.043], [0.698, -1.324, -0.607], [0.180, 1.423, -1.003], [0.869, 1.131, 0.591]],
  "total_charge": -1,
  "lumo_energy_ev": 4.56,
  "smiles": "CNC[O-]"
}



It is A that is the most stable of them.



--- A ---
{
  "formula": "H24O12",
  "method": "the ωB97M-V functional and the def2-TZVPD basis",
  "symbols": ["O", "O", "O", "O", "O", "O", "O", "O", "O", "O", "O", "O", "H", "H", "H", "H", "H", "H", "H", "H", "H", "H", "H", "H", "H", "H", "H", "H", "H", "H", "H", "H", "H", "H", "H", "H"],
  "coordinates": [[9.398, 1.153, 49.748], [11.023, 3.007, 51.321], [13.356, -1.296, 52.385], [7.390, 0.625, 53.597], [13.081, 1.314, 50.032], [10.148, 0.179, 54.971], [13.543, -0.861, 49.002], [9.622, 2.200, 53.701], [10.902, -2.839, 51.788], [8.812, -0.072, 52.058], [12.653, 0.420, 53.974], [11.678, 0.076, 52.341], [9.462, 0.910, 48.915], [13.811, -1.590, 48.397], [9.023, 2.226, 53.107], [10.510, 2.200, 53.081], [9.477, -0.718, 51.965], [10.639, 2.372, 50.966], [13.373, 0.639, 49.428], [13.891, 1.812, 50.304], [9.266, 0.318, 50.281], [9.794, -0.615, 55.494], [9.581, 0.474, 54.287], [12.922, -0.455, 52.230], [12.259, 0.460, 53.169], [11.981, 2.886, 51.046], [11.983, 0.606, 51.503], [12.000, -0.088, 54.517], [14.193, -1.117, 52.243], [11.749, -2.474, 51.576], [8.120, -0.045, 51.420], [10.702, -0.100, 52.334], [7.853, 0.379, 52.708], [10.835, -3.495, 52.437], [7.443, -0.114, 54.155], [13.117, -1.280, 49.641]],
  "lumo_energy_ev": -0.42
}



--- B ---
{
  "formula": "H24O12",
  "method": "the ωB97M-V functional and the def2-TZVPD basis",
  "symbols": ["O", "O", "O", "O", "O", "O", "O", "O", "O", "O", "O", "O", "H", "H", "H", "H", "H", "H", "H", "H", "H", "H", "H", "H", "H", "H", "H", "H", "H", "H", "H", "H", "H", "H", "H", "H"],
  "coordinates": [[-2.002, 1.296, 1.247], [-1.169, 2.332, -1.172], [1.280, -2.762, 0.749], [0.510, -0.038, -0.386], [3.190, 0.114, 0.136], [1.581, -1.171, 2.855], [-1.851, -1.252, -0.876], [-0.969, 1.353, -3.803], [0.525, 1.368, 2.769], [1.594, 2.109, -1.806], [-1.188, -1.187, 1.935], [-0.308, -3.272, -1.890], [-0.628, 2.187, -4.015], [-2.487, -0.850, -1.458], [2.528, -1.100, 2.743], [0.260, -0.428, 0.487], [0.154, 1.690, 3.567], [-0.525, -3.759, -2.665], [3.779, -0.094, -0.619], [0.415, -2.960, 0.520], [-0.065, 1.698, 2.124], [1.177, -0.338, 3.113], [-1.003, -2.657, -1.709], [1.237, -2.265, 1.546], [-1.180, 1.449, -2.889], [-0.619, -1.203, 2.680], [-0.279, -0.193, -0.913], [-2.435, -1.807, -0.377], [-1.318, 3.287, -1.067], [-1.894, 1.495, 0.299], [2.525, 2.437, -1.699], [-1.381, -0.224, 1.879], [1.462, 1.413, -1.190], [2.252, 0.110, -0.101], [-2.948, 1.062, 1.277], [-0.220, 2.160, -1.293]],
  "lumo_energy_ev": -0.20,
  "smiles": "O.O.O.O.O.O.O.O.O.O.O.O"
}



--- C ---
{
  "formula": "H24O12",
  "method": "the ωB97M-V functional and the def2-TZVPD basis",
  "symbols": ["O", "O", "O", "O", "O", "O", "O", "O", "O", "O", "O", "O", "H", "H", "H", "H", "H", "H", "H", "H", "H", "H", "H", "H", "H", "H", "H", "H", "H", "H", "H", "H", "H", "H", "H", "H"],
  "coordinates": [[2.080, -0.520, -0.242], [-0.378, 1.288, -2.730], [2.494, 0.632, 1.437], [-2.832, 0.019, -1.075], [1.034, -2.156, 0.926], [0.225, 0.292, 1.926], [-0.910, -1.500, -1.982], [-1.480, 2.932, -0.037], [1.762, -0.220, -2.262], [-0.130, 0.165, -0.557], [-2.214, 0.120, 1.027], [-0.722, -1.404, 1.926], [2.999, -0.787, -0.212], [-2.131, 2.917, 0.664], [0.180, 2.064, -2.694], [1.116, 0.552, 1.692], [-1.449, 2.030, -0.357], [2.087, 0.068, -3.115], [1.881, 0.539, -1.691], [-2.480, -0.027, -0.186], [-3.662, -0.455, -1.029], [-1.780, -0.729, 1.113], [-0.514, -0.471, 1.877], [1.450, -1.428, 0.464], [3.280, 0.177, 1.738], [-0.642, 0.301, 0.240], [0.293, -1.757, 1.384], [-0.731, -0.643, -1.595], [0.056, 0.736, 2.757], [-2.544, 0.311, 1.905], [0.730, -0.116, -0.244], [2.285, 0.221, 0.598], [-0.346, -2.104, -1.498], [1.910, -0.347, -1.168], [-0.563, -1.638, 2.840], [-0.357, 0.936, -1.840]],
  "lumo_energy_ev": -0.47
}



--- D ---
{
  "formula": "H24O12",
  "method": "the ωB97M-V functional and the def2-TZVPD basis",
  "symbols": ["O", "O", "O", "O", "O", "O", "O", "O", "O", "O", "O", "O", "H", "H", "H", "H", "H", "H", "H", "H", "H", "H", "H", "H", "H", "H", "H", "H", "H", "H", "H", "H", "H", "H", "H", "H"],
  "coordinates": [[0.024, -1.043, -2.627], [-2.324, 1.114, -2.493], [2.217, 2.243, -2.839], [-0.027, 3.191, -0.958], [-2.747, -1.639, -1.237], [-0.757, -2.926, 0.038], [3.236, 2.842, 2.737], [1.577, -0.684, 3.975], [3.610, -2.867, -1.857], [-0.226, 2.333, 1.585], [-3.819, 0.556, 0.518], [-0.297, -3.544, 3.206], [3.153, 2.211, -3.059], [1.496, 0.207, 4.314], [0.176, 3.243, -1.892], [-0.926, -2.876, 3.484], [-0.435, -0.255, -2.337], [-2.987, 0.784, -1.883], [-3.138, -2.474, -0.990], [0.195, -3.005, 0.147], [3.003, 1.930, 2.558], [-0.511, -3.804, 2.305], [2.512, 3.271, 3.197], [0.772, 2.914, -0.499], [-2.798, -0.856, -0.691], [-1.030, 2.421, 2.090], [-0.901, -2.127, -0.495], [-4.691, 0.777, 0.169], [-3.676, 1.243, 1.179], [3.445, -1.965, -1.568], [-2.489, 2.054, -2.603], [-0.385, 2.024, 0.697], [2.889, -3.333, -1.414], [1.570, -0.746, 3.021], [-0.582, -1.524, -3.194], [1.976, 3.166, -2.957]],
  "lumo_energy_ev": -0.35,
  "smiles": "O.O.O.O.O.O.O.O.O.O.O.O"
}



It is B that is the most stable of them.



--- A ---
{
  "formula": "C5H15NP",
  "method": "the ωB97M-V functional and the def2-TZVPD basis",
  "symbols": ["P", "N", "C", "C", "C", "C", "C", "H", "H", "H", "H", "H", "H", "H", "H", "H", "H", "H", "H", "H", "H", "H"],
  "coordinates": [[2.008, -1.844, -1.434], [-0.109, 0.031, -0.109], [-2.573, 1.122, 2.002], [0.262, 1.095, 0.471], [-2.039, 1.977, 0.843], [2.299, -3.514, -2.251], [-0.550, 2.180, 1.023], [3.177, -1.619, -0.689], [3.301, -3.580, -2.306], [1.321, 1.283, 0.175], [2.486, -1.108, -2.702], [-0.183, 3.076, 0.393], [-3.479, 1.337, 2.482], [-0.946, -0.385, 0.258], [-2.302, 2.997, 0.922], [-2.378, 1.562, -0.036], [2.004, -4.262, -1.524], [-0.039, 2.666, 1.917], [-1.829, 1.005, 2.860], [0.515, -0.562, -0.800], [1.679, -3.513, -3.111], [-2.626, 0.054, 1.616]],
  "total_charge": 1,
  "lumo_energy_ev": -4.01
}



--- B ---
{
  "formula": "C5H15NP",
  "method": "the ωB97M-V functional and the def2-TZVPD basis",
  "symbols": ["P", "N", "C", "C", "C", "C", "C", "H", "H", "H", "H", "H", "H", "H", "H", "H", "H", "H", "H", "H", "H", "H"],
  "coordinates": [[-2.162, 0.056, 0.972], [0.304, 0.554, 0.685], [-2.695, -1.486, -1.323], [-1.670, -1.134, -0.275], [3.339, 1.444, -0.248], [2.428, 0.215, -0.424], [1.443, -0.017, 0.547], [3.815, 1.499, 0.745], [0.256, 1.303, 0.008], [3.046, -0.627, -0.663], [-1.745, 1.225, 0.789], [1.654, -0.801, 1.293], [-1.419, -2.078, 0.255], [-3.552, 0.121, 0.922], [-2.024, -1.956, -2.055], [4.061, 1.608, -0.976], [-3.629, -2.065, -1.038], [-2.897, -0.578, -1.705], [1.952, 0.508, -1.397], [-2.195, -0.099, 2.353], [2.696, 2.301, -0.217], [-0.732, -0.749, -0.697]],
  "total_charge": 1,
  "lumo_energy_ev": -2.97
}



It is A that is the most stable of them.